No. 1
Entry from the OMol25 dataset: one molecule with the formula C5H6O2S (the ωB97M-V functional and the def2-TZVPD basis).

Geometry (Å):
C 0.501 2.327 -0.061
C -0.384 1.229 0.470
C -0.066 -0.669 -0.649
C -0.049 -2.147 -0.557
C -0.026 -1.263 0.701
H 0.846 2.169 -1.082
H -1.209 1.647 1.067
H 0.926 -0.347 -1.004
H 0.850 -2.610 -1.006
H -0.923 -2.798 -0.546
H -1.038 -1.358 1.076
O 0.783 3.299 0.597
O -0.950 0.433 -0.582
S 0.739 0.086 1.575

Summary:
- LUMO (eV) = 0.51
- multiplicity = 1
- E_HOMO (eV) = -9.0
- structure (SMILES) = O=C[C@H]1O[C@@H]2C[C@H]2S1

No. 2
Entry from the OMol25 dataset: a 2-piece molecular cluster, C5H6O2S overall (the ωB97M-V functional and the def2-TZVPD basis).

Geometry (Å):
C -0.125 0.133 1.368
C 0.273 1.591 1.390
C 0.597 -0.403 0.061
C -0.191 -0.912 -1.106
C 0.324 -1.487 -2.161
H -1.889 1.039 0.398
H 0.193 -0.382 2.234
H 1.360 1.746 1.018
H -1.297 -0.671 -0.956
H -0.280 -1.645 -3.080
H 1.391 -1.587 -2.083
O -1.508 -0.049 1.445
O 1.814 -0.268 0.065
S -0.661 2.895 1.406

Summary:
- LUMO (eV) = -0.80
- multiplicity = 1
- E_HOMO (eV) = -9.2

No. 3
Entry from the OMol25 dataset: C5H6O2S2 as an isolated structure (the ωB97M-V functional and the def2-TZVPD basis).

Geometry (Å):
C 2.094 -0.440 -0.552
C 0.966 -0.043 -1.259
C -0.144 -0.352 0.357
C 0.807 2.089 1.099
C -2.272 -1.679 -0.444
O 2.880 -1.347 -0.462
O 0.662 0.743 -2.069
S 1.080 0.336 1.352
S -0.894 -1.792 0.771
H 1.056 2.173 0.064
H 1.494 2.813 1.574
H -0.315 2.350 1.334
H -2.195 -0.604 -0.967
H -3.062 -1.770 0.226
H -2.157 -2.478 -1.024

Summary:
- LUMO (alpha / beta) (eV) = 0.48 / -1.69
- multiplicity = 3
- E_HOMO (alpha / beta) (eV) = -6.6 / -8.9
- ⟨S²⟩ = 2.02

No. 4
Entry from the OMol25 dataset: one molecule with the formula C5H6O3 (the ωB97M-V functional and the def2-TZVPD basis).

Geometry (Å):
C 1.546 -1.154 0.191
C 0.212 -1.521 0.466
C 1.758 0.138 0.237
C -0.856 0.472 0.276
C -0.765 0.862 -1.164
O 1.952 1.293 0.354
O -0.838 -0.794 0.710
O -1.747 1.344 1.045
H 2.290 -2.062 0.060
H -0.077 -2.597 0.504
H -1.703 1.198 -1.635
H -0.474 -0.047 -1.642
H 0.030 1.598 -1.336
H -1.327 1.272 1.934

Summary:
- LUMO (alpha / beta) (eV) = 0.54 / 0.19
- multiplicity = 1
- E_HOMO (alpha / beta) (eV) = -7.3 / -6.5

Record-wise E_tot values, in eV: -20208.2865; -20207.2954; -31041.0048; -11419.6189
Record-wise energy relative to the best compared isomer or geometry (same formula, charge and spin) values, in kcal/mol: 90.39; 113.25; 66.64; 110.53